# 1
C5H3NO2 | ωB97M-V/def2-TZVPD

The geometry in XYZ format:
```
11
C5H3NO2 | OMol25 | ωB97M-V/def2-TZVPD
C -0.73258 0.69147 0.01086
C -1.44559 -1.19779 -0.00783
C 0.29140 -0.18574 0.03832
C 1.65674 0.15117 -0.08257
C 2.89698 -0.08761 0.02085
H -1.64207 2.20471 0.33583
H -2.23206 -2.01244 -0.34122
H 3.90414 -0.11676 0.36012
N -1.85832 0.03073 0.23025
O -0.62159 1.90334 -0.29224
O -0.21705 -1.38109 -0.27236
```

Results
E_LUMO: 0.31 eV
orbital gap: 8.5 eV

For reference, the Löwdin charges in units of e are: atom 1 (C): -0.56, atom 2 (C): -0.22, atom 3 (C): -0.28, atom 4 (C): -0.02, atom 5 (C): 0.14, atom 6 (H): 0.30, atom 7 (H): 0.18, atom 8 (H): 0.02, atom 9 (N): 0.18, atom 10 (O): 0.12, atom 11 (O): 0.14

---

# 2
C16H16BrN12O5ReS2 | ωB97M-V/def2-TZVPD

The geometry in XYZ format:
```
53
C16H16BrN12O5ReS2 | OMol25 | ωB97M-V/def2-TZVPD
Re -0.19050 1.09908 -0.33597
N -0.00782 3.18347 -0.85868
C 0.37794 4.04686 0.27871
C 0.12480 3.30897 1.57269
O -0.12162 3.88941 2.60923
N 0.18369 1.93687 1.42466
C -0.47254 1.18796 2.48690
C -1.83309 0.76607 1.94148
O -2.72300 0.31439 2.60978
O -1.93250 0.95839 0.62214
H 0.66871 3.27144 -1.61587
H -0.92957 3.43748 -1.23170
H -0.17953 4.98169 0.28203
H 1.44602 4.25718 0.22784
H -0.58362 1.78521 3.39128
H 0.09258 0.28012 2.69379
N -0.58373 -0.43838 -3.48897
C 0.63772 -0.55273 -2.86745
N 1.55517 -1.41412 -3.25020
N 2.56486 -1.23480 -2.37112
N 2.26802 -0.34437 -1.51032
N 1.03594 0.16588 -1.80617
C -1.45038 0.58691 -3.19348
N -2.40182 1.04655 -3.98416
N -2.93641 2.06996 -3.29052
N -2.35338 2.21333 -2.15889
N -1.38822 1.26110 -2.05082
H -0.70682 -0.93931 -4.35205
S 3.56510 2.72042 0.28172
C 3.49247 1.46134 1.37207
N 3.34925 0.18534 1.07640
C 3.34163 -0.79710 2.14615
C 3.20268 -0.02787 3.46957
S 3.60653 1.71011 3.10199
H 3.08948 -0.05396 0.11032
H 4.27359 -1.36755 2.12337
H 2.50485 -1.48172 1.99488
H 3.89186 -0.40082 4.22342
H 2.18843 -0.07987 3.85928
Br -2.73210 -6.45831 -0.16682
C -2.48097 -4.59418 -0.45158
C -3.35794 -3.91746 -1.28488
C -3.17353 -2.55841 -1.47770
C -2.12871 -1.89483 -0.85087
C -1.25013 -2.58574 -0.03037
C -1.43500 -3.95160 0.17538
C -0.08136 -1.95164 0.68259
O 0.62029 -2.63375 1.40863
O 0.16261 -0.68684 0.49968
H -4.17085 -4.44392 -1.76437
H -3.85515 -2.00680 -2.11076
H -2.03558 -0.82916 -0.98278
H -0.74837 -4.48031 0.82053
```

Results
multiplicity: 2
E_LUMO (alpha / beta): 1.32 / 1.56 eV
total charge: -1
orbital gap (alpha / beta): 7.2 / 7.2 eV

For reference, the Löwdin charges in units of e are: atom 1 (Re): 1.64, atom 2 (N): -0.07, atom 3 (C): -0.14, atom 4 (C): -0.51, atom 5 (O): 0.07, atom 6 (N): -0.13, atom 7 (C): -0.11, atom 8 (C): -0.56, atom 9 (O): 0.10, atom 10 (O): -0.20, atom 11 (H): 0.11, atom 12 (H): 0.08, atom 13 (H): 0.13, atom 14 (H): 0.05, atom 15 (H): 0.13, atom 16 (H): 0.11, atom 17 (N): 0.15, atom 18 (C): -0.45, atom 19 (N): 0.05, atom 20 (N): -0.04, atom 21 (N): -0.07, atom 22 (N): -0.10, atom 23 (C): -0.47, atom 24 (N): 0.04, atom 25 (N): -0.07, atom 26 (N): -0.07, atom 27 (N): -0.15, atom 28 (H): 0.15, atom 29 (S): 0.53, atom 30 (C): -1.19, atom 31 (N): -0.06, atom 32 (C): -0.20, atom 33 (C): -0.41, atom 34 (S): 0.90, atom 35 (H): 0.07, atom 36 (H): 0.12, atom 37 (H): 0.09, atom 38 (H): 0.07, atom 39 (H): 0.06, atom 40 (Br): 0.70, atom 41 (C): -0.67, atom 42 (C): -0.13, atom 43 (C): -0.05, atom 44 (C): -0.02, atom 45 (C): -0.10, atom 46 (C): -0.06, atom 47 (C): -0.52, atom 48 (O): 0.06, atom 49 (O): -0.21, atom 50 (H): 0.10, atom 51 (H): 0.11, atom 52 (H): 0.07, atom 53 (H): 0.11

---

# 3
C24H29IrN9 | ωB97M-V/def2-TZVPD

The geometry in XYZ format:
```
63
C24H29IrN9 | OMol25 | ωB97M-V/def2-TZVPD
Ir -0.83268 0.37069 -0.02501
C -3.01605 1.16279 -1.81613
N -2.16100 1.78738 -0.77082
C -1.45848 3.06954 -1.04447
C -0.37653 3.17108 -0.00067
N 0.07730 2.09165 0.63336
C 1.18200 2.49460 1.38902
C 2.06360 1.78177 2.20206
C 3.05370 2.50667 2.83061
C 3.17126 3.89933 2.67214
C 2.31143 4.61094 1.86450
C 1.32311 3.87365 1.22062
N 0.31984 4.25834 0.33315
C -3.24335 -0.24888 -1.35016
N -2.37226 -0.84166 -0.50896
C -2.83289 -2.15408 -0.31453
C -2.33597 -3.19338 0.46543
C -3.05742 -4.37085 0.45601
C -4.23555 -4.51388 -0.29525
C -4.73852 -3.48350 -1.06365
C -4.00549 -2.30492 -1.05111
N -4.22209 -1.07269 -1.68413
H -2.46599 1.15976 -2.75959
H -3.95094 1.70600 -1.96179
H -2.77026 1.96294 0.03279
H -2.14577 3.91633 -1.01930
H -1.00872 3.01761 -2.03800
H 1.98614 0.71147 2.33025
H 3.75992 1.99486 3.47003
H 3.95769 4.42294 3.19782
H 2.40206 5.68171 1.74242
H 0.13514 5.20185 0.02326
H -1.43829 -3.08643 1.05883
H -2.71411 -5.20825 1.04785
H -4.76544 -5.45582 -0.26542
H -5.65038 -3.59343 -1.63437
H -5.00448 -0.85274 -2.28636
C 2.42779 -3.97228 1.01424
C 1.54362 -2.82598 1.35605
C 1.10102 -2.34563 2.57443
C 0.29700 -1.23659 2.29973
N 0.25706 -1.04243 0.97589
N 1.01958 -2.01311 0.41761
C -0.49113 -0.39659 3.24689
H 2.36744 -4.73179 1.78998
H 3.46668 -3.64632 0.94838
H 2.14775 -4.42669 0.06430
H 1.32786 -2.75054 3.54632
H 1.07411 -2.11187 -0.58243
H -1.43262 -0.88909 3.49666
H -0.70638 0.59274 2.83529
H 0.05719 -0.25045 4.17602
C 2.44171 0.28614 -4.26283
N 2.54144 0.61615 -2.82559
C 3.82444 1.15081 -2.31951
C 1.51372 0.56896 -2.05429
N 0.59901 0.51730 -1.34285
H 2.58522 1.18981 -4.85263
H 1.46666 -0.14364 -4.47600
H 3.21602 -0.43801 -4.50663
H 4.01708 2.12294 -2.77040
H 4.61687 0.45711 -2.59187
H 3.78035 1.24563 -1.23715
```

Results
E_LUMO: -10.25 eV
total charge: +3
orbital gap: 6.6 eV

For reference, the Löwdin charges in units of e are: atom 1 (Ir): 1.46, atom 2 (C): -0.05, atom 3 (N): -0.18, atom 4 (C): -0.05, atom 5 (C): -0.28, atom 6 (N): -0.03, atom 7 (C): -0.19, atom 8 (C): -0.01, atom 9 (C): -0.03, atom 10 (C): -0.03, atom 11 (C): 0.03, atom 12 (C): -0.16, atom 13 (N): 0.21, atom 14 (C): -0.27, atom 15 (N): -0.04, atom 16 (C): -0.19, atom 17 (C): 0.00, atom 18 (C): -0.03, atom 19 (C): -0.02, atom 20 (C): 0.03, atom 21 (C): -0.15, atom 22 (N): 0.22, atom 23 (H): 0.15, atom 24 (H): 0.15, atom 25 (H): 0.16, atom 26 (H): 0.15, atom 27 (H): 0.14, atom 28 (H): 0.10, atom 29 (H): 0.12, atom 30 (H): 0.13, atom 31 (H): 0.13, atom 32 (H): 0.20, atom 33 (H): 0.10, atom 34 (H): 0.13, atom 35 (H): 0.13, atom 36 (H): 0.13, atom 37 (H): 0.20, atom 38 (C): 0.02, atom 39 (C): -0.26, atom 40 (C): 0.05, atom 41 (C): -0.34, atom 42 (N): -0.15, atom 43 (N): 0.07, atom 44 (C): -0.01, atom 45 (H): 0.10, atom 46 (H): 0.10, atom 47 (H): 0.09, atom 48 (H): 0.14, atom 49 (H): 0.16, atom 50 (H): 0.10, atom 51 (H): 0.06, atom 52 (H): 0.11, atom 53 (C): 0.02, atom 54 (N): -0.16, atom 55 (C): 0.02, atom 56 (C): -0.17, atom 57 (N): 0.05, atom 58 (H): 0.11, atom 59 (H): 0.10, atom 60 (H): 0.11, atom 61 (H): 0.11, atom 62 (H): 0.11, atom 63 (H): 0.10

---

# 4
C6H10N | ωB97M-V/def2-TZVPD

The geometry in XYZ format:
```
17
C6H10N | OMol25 | ωB97M-V/def2-TZVPD
C 2.55192 1.24959 0.26891
C 1.89607 0.23460 -0.00787
C 0.99888 -2.16615 -0.51924
C 1.42490 -0.91511 -0.29682
C -1.57172 0.65605 1.14486
C -1.92691 0.12585 -1.10354
N -1.14868 0.18498 -0.06582
H 3.52645 1.07390 0.55385
H -0.02752 -2.34971 -0.86669
H 1.55262 -3.10277 -0.45716
H -1.22353 1.61095 1.47902
H -2.69255 0.76908 1.29423
H -1.06539 0.10862 1.92395
H -3.00016 0.46675 -0.98421
H 2.51411 2.33537 0.03998
H -1.67825 -0.15409 -2.18212
H -0.13022 -0.12789 -0.22133
```

Results
E_LUMO: -4.87 eV
total charge: +1
orbital gap: 8.4 eV

For reference, the Löwdin charges in units of e are: atom 1 (C): 0.07, atom 2 (C): -0.13, atom 3 (C): 0.07, atom 4 (C): -0.12, atom 5 (C): -0.07, atom 6 (C): 0.17, atom 7 (N): -0.04, atom 8 (H): 0.07, atom 9 (H): 0.06, atom 10 (H): 0.08, atom 11 (H): 0.11, atom 12 (H): 0.14, atom 13 (H): 0.11, atom 14 (H): 0.14, atom 15 (H): 0.11, atom 16 (H): 0.15, atom 17 (H): 0.08

---

# 5
C20H12AuN7O2 | ωB97M-V/def2-TZVPD

The geometry in XYZ format:
```
42
C20H12AuN7O2 | OMol25 | ωB97M-V/def2-TZVPD
Au 0.16495 -0.34840 -0.76280
O -1.30827 -2.55963 2.31246
C -0.72094 -1.61901 1.82856
N -1.17613 -0.94004 0.71147
C -2.46398 -0.45252 0.52594
C -3.52317 -0.73760 1.39236
C -4.74817 -0.12637 1.20684
C -4.93032 0.78017 0.16951
C -3.89443 1.06093 -0.70237
C -2.65695 0.43754 -0.53766
N -1.51722 0.62909 -1.34088
C -1.45824 1.33522 -2.49302
O -2.35107 1.98479 -3.00500
C -0.12416 1.22058 -3.18222
C 0.05128 1.68872 -4.46988
C 1.28789 1.52888 -5.07417
C 2.31601 0.91018 -4.37452
C 2.06876 0.46540 -3.09023
N 0.87566 0.63253 -2.52209
C 0.49590 -1.04547 2.55304
C 0.90527 -1.65562 3.72958
C 1.94800 -1.09314 4.44884
C 2.55018 0.05632 3.96987
C 2.07604 0.60013 2.78602
N 1.06662 0.07347 2.10011
H -3.36637 -1.45227 2.18702
H -5.57022 -0.36359 1.86923
H -5.88624 1.26940 0.04009
H -4.03011 1.75740 -1.51304
H -0.78654 2.15773 -4.96545
H 1.44910 1.87833 -6.08510
H 3.29365 0.76972 -4.81133
H 2.81951 -0.03638 -2.49543
H 0.40246 -2.55813 4.04715
H 2.28646 -1.54789 5.37022
H 3.37676 0.51863 4.49074
H 2.52201 1.49717 2.37018
N 5.65436 -0.58594 1.61901
C 4.71850 -1.15719 1.25453
N 3.65518 -1.85070 0.91657
C 2.71825 -1.60882 0.14153
N 1.80975 -1.51362 -0.61568
```

Results
E_LUMO: -1.85 eV
orbital gap: 6.0 eV

For reference, the Löwdin charges in units of e are: atom 1 (Au): 1.31, atom 2 (O): 0.10, atom 3 (C): -0.44, atom 4 (N): -0.03, atom 5 (C): -0.23, atom 6 (C): -0.01, atom 7 (C): -0.09, atom 8 (C): -0.09, atom 9 (C): -0.02, atom 10 (C): -0.20, atom 11 (N): -0.02, atom 12 (C): -0.46, atom 13 (O): 0.08, atom 14 (C): -0.17, atom 15 (C): 0.03, atom 16 (C): -0.02, atom 17 (C): -0.03, atom 18 (C): -0.09, atom 19 (N): -0.02, atom 20 (C): -0.22, atom 21 (C): 0.00, atom 22 (C): -0.05, atom 23 (C): -0.06, atom 24 (C): -0.14, atom 25 (N): 0.08, atom 26 (H): 0.10, atom 27 (H): 0.10, atom 28 (H): 0.10, atom 29 (H): 0.10, atom 30 (H): 0.13, atom 31 (H): 0.12, atom 32 (H): 0.12, atom 33 (H): 0.11, atom 34 (H): 0.12, atom 35 (H): 0.11, atom 36 (H): 0.11, atom 37 (H): 0.11, atom 38 (N): 0.11, atom 39 (C): -0.37, atom 40 (N): 0.12, atom 41 (C): -0.34, atom 42 (N): -0.03

---

# 6
C4H6BrNO | ωB97M-V/def2-TZVPD

The geometry in XYZ format:
```
13
C4H6BrNO | OMol25 | ωB97M-V/def2-TZVPD
C 2.38271 1.70748 -0.00721
C -1.52085 -0.82161 -0.85091
C -1.96176 -1.00134 0.61129
C -0.59568 -0.33985 0.17219
N 2.59215 2.75637 0.47631
O 2.45083 0.65917 -0.50282
Br 0.94174 -1.80694 0.29797
H -1.44137 -1.50466 -1.63689
H -1.96427 0.05103 -1.32253
H -3.00632 -0.56332 0.82596
H -2.00036 -1.98967 0.89286
H 1.87809 -0.71905 0.07971
H 2.24509 3.57238 0.96407
```

Results
E_LUMO: 0.64 eV
orbital gap: 8.1 eV

For reference, the Löwdin charges in units of e are: atom 1 (C): -0.39, atom 2 (C): -0.35, atom 3 (C): -0.24, atom 4 (C): -0.41, atom 5 (N): 0.24, atom 6 (O): 0.07, atom 7 (Br): 0.85, atom 8 (H): 0.07, atom 9 (H): 0.09, atom 10 (H): 0.11, atom 11 (H): 0.02, atom 12 (H): -0.16, atom 13 (H): 0.11

---

| no. | largest force on an atom (Eh/bohr) |
| --- | --- |
| 1 | 0.1633 |
| 2 | 0.0172 |
| 3 | 0.0110 |
| 4 | 0.1102 |
| 5 | 0.0540 |
| 6 | 0.0591 |